# 1
{
  "formula": "C43H43MnN6O4S3Se",
  "method": "wB97M-V/def2-TZVPD",
  "symbols": ["H", "C", "O", "H", "N", "H", "H", "C", "C", "C", "C", "C", "N", "H", "H", "H", "H", "S", "C", "H", "H", "H", "H", "H", "H", "C", "H", "H", "N", "H", "C", "O", "C", "H", "C", "C", "H", "C", "O", "N", "H", "H", "H", "H", "H", "N", "C", "C", "C", "H", "C", "O", "H", "H", "H", "C", "C", "C", "C", "C", "H", "H", "C", "C", "H", "Se", "H", "H", "C", "C", "C", "H", "C", "C", "H", "C", "Mn", "C", "C", "H", "C", "C", "H", "C", "S", "C", "C", "C", "C", "H", "H", "C", "C", "C", "C", "S", "N", "H", "H", "H", "H"],
  "coordinates": [[2.76, 3.07, 0.64], [-0.20, 5.26, 0.58], [0.15, -2.21, 0.00], [0.12, 0.31, 4.12], [1.52, -4.11, -1.32], [-2.11, 6.81, -2.49], [-0.54, -6.57, 0.92], [4.00, 2.20, -1.50], [3.21, -0.87, -5.00], [4.34, -0.53, -1.56], [-2.23, -0.88, -2.51], [-1.00, 4.42, -0.25], [4.01, -2.71, -0.67], [5.52, -2.29, -2.00], [-2.91, -5.94, 3.75], [4.60, -5.13, -2.33], [-2.82, 0.92, 1.29], [-1.43, -1.13, -4.91], [-0.36, 3.74, -4.80], [1.06, 4.86, -3.61], [-3.52, -2.33, -5.24], [5.03, 2.94, -4.14], [-3.12, -0.39, 0.55], [3.24, -2.24, -0.17], [-2.24, -0.63, -1.46], [-2.94, -1.81, -4.50], [0.30, 4.85, 1.44], [2.77, -3.74, -2.91], [-1.17, 3.12, -0.07], [-1.54, 0.60, 3.62], [0.05, 0.28, -2.88], [2.47, -0.76, -0.12], [2.44, 2.05, 0.38], [6.52, 2.04, -3.82], [-0.68, -5.54, 1.22], [-0.50, 0.59, 3.27], [5.88, -0.13, -3.01], [3.19, 1.43, -0.70], [-2.50, 0.34, 0.60], [1.59, 1.46, 1.11], [-1.44, -1.55, 3.60], [5.40, -4.23, -0.30], [1.42, 2.66, -2.20], [3.91, 3.28, -1.42], [-1.38, -6.81, 3.83], [-0.36, -0.48, 2.25], [3.84, -5.04, -1.55], [2.55, -4.57, -2.24], [3.25, 0.00, -0.78], [3.84, -4.38, 0.50], [-0.92, -1.57, 2.64], [0.08, 0.37, -1.52], [0.52, 7.22, 0.88], [1.37, -3.11, -1.16], [3.70, -6.04, -1.13], [-1.50, -3.91, 2.72], [-0.13, 1.98, 2.80], [1.32, 2.09, 2.40], [4.32, -4.11, -0.43], [4.94, 1.67, -2.41], [1.94, 1.57, 3.14], [-0.75, 2.28, 1.95], [-1.43, -5.26, 2.34], [-1.18, -0.53, -3.31], [-2.02, -3.66, 3.64], [-2.23, 2.56, -1.36], [-0.64, 8.20, -1.07], [0.85, -2.48, -3.29], [1.51, -1.73, -3.70], [-2.09, -6.34, 3.15], [-0.09, 6.58, 0.26], [0.95, -5.98, -0.75], [-1.71, 5.00, -1.36], [-0.06, -4.52, 0.46], [2.15, -5.39, -2.84], [5.12, 0.32, -2.38], [0.27, -0.13, 0.29], [4.67, -1.89, -1.45], [2.62, -2.01, -4.54], [2.93, -3.00, -4.85], [-0.24, -3.13, 0.78], [5.69, 2.57, -3.35], [4.07, -0.78, -5.65], [1.27, -0.39, -3.54], [-0.98, 2.15, -4.81], [-0.77, 7.14, -0.86], [-1.57, 6.39, -1.65], [0.81, -4.92, -0.57], [-0.02, 1.69, -3.46], [6.09, 3.44, -2.83], [1.65, 3.14, 2.38], [-0.91, -2.88, 2.02], [0.56, 3.92, -3.80], [-3.24, -1.61, -3.18], [0.75, 2.74, -3.04], [2.42, 0.52, -4.43], [-2.46, 4.16, -2.07], [-4.15, -1.96, -2.72], [-0.72, 4.47, -5.51], [-2.50, -7.12, 2.50], [-0.33, 2.67, 3.63]],
  "charge": 1,
  "de_lowest_kj_mol": 15.1,
  "s2": 0.91,
  "multiplicity": 2,
  "lumo_energy_ev": [-3.237, -3.245],
  "energy_ha": -7040.62418,
  "homo_energy_ev": [-9.68, -9.42]
}

---

# 2
{
  "formula": "C16H23BN6O2ReS2",
  "method": "wB97M-V/def2-TZVPD",
  "symbols": ["H", "C", "H", "H", "H", "H", "H", "H", "C", "C", "C", "H", "C", "O", "C", "S", "Re", "H", "N", "H", "H", "N", "C", "H", "C", "C", "C", "H", "C", "H", "H", "N", "H", "H", "H", "C", "O", "H", "C", "N", "B", "H", "H", "C", "N", "S", "C", "H", "H", "N", "C"],
  "coordinates": [[1.05, 4.16, -2.09], [0.47, -2.08, 4.57], [2.14, -2.53, 0.76], [4.17, -0.57, -1.05], [-3.04, -1.19, -2.53], [-1.93, 2.84, 0.14], [3.00, 3.37, 0.14], [2.13, -0.77, -2.42], [1.34, 1.16, -1.84], [-2.49, 0.70, -1.87], [3.44, 0.23, -1.06], [-0.67, -1.67, -2.25], [-1.46, 1.43, 2.53], [-1.50, 1.24, -1.22], [1.07, -0.96, 2.80], [1.46, 0.24, 1.59], [-0.14, 0.21, -0.10], [-0.41, 2.92, 5.15], [1.70, -2.16, 2.76], [-0.32, 3.22, -1.54], [-2.57, 4.23, 1.07], [0.33, -0.89, 3.91], [1.60, 2.36, -1.12], [0.61, 1.19, -2.64], [-1.36, 3.49, 3.24], [1.33, -2.86, 3.86], [3.69, 1.41, -0.36], [2.84, -3.66, 1.93], [-2.47, 3.14, 1.04], [1.68, -3.85, 4.07], [-3.47, 2.70, 1.01], [-0.88, 1.39, 3.74], [-1.50, -2.16, -0.89], [3.52, -2.04, 1.75], [-0.03, -2.27, 5.49], [-0.81, 2.67, 4.19], [-3.39, 1.30, -2.38], [4.62, 1.53, 0.18], [0.69, 3.53, -1.28], [-1.24, -1.33, -1.46], [-0.57, 0.16, 4.60], [0.68, 4.15, -0.38], [-0.04, 0.51, 5.60], [2.27, 0.10, -1.79], [-2.42, -0.70, -1.90], [-1.83, 0.02, 1.58], [2.78, 2.45, -0.37], [-1.61, -0.36, 4.86], [-1.48, 4.55, 3.24], [-1.77, 2.70, 2.22], [2.60, -2.62, 1.74]],
  "charge": 2,
  "de_lowest_kj_mol": 299.9,
  "s2": 0.80,
  "multiplicity": 2,
  "lumo_energy_ev": [-9.508, -8.937],
  "energy_ha": -2001.48426,
  "homo_energy_ev": [-14.97, -15.09]
}

---

# 3
{
  "formula": "C4H11NO2S",
  "method": "wB97M-V/def2-TZVPD",
  "symbols": ["H", "C", "O", "H", "H", "H", "H", "S", "H", "C", "H", "N", "C", "H", "H", "O", "H", "H", "C"],
  "coordinates": [[2.85, -1.97, 0.13], [-0.34, 1.73, 0.33], [2.43, 0.87, 0.76], [-1.35, 2.04, 0.35], [-2.94, -1.04, -0.88], [-0.52, -0.49, -1.44], [-0.20, -0.33, 1.30], [1.68, -0.05, -0.04], [-0.12, 2.24, -0.64], [-2.34, -0.17, -0.64], [1.01, -2.29, 0.20], [-0.89, -0.47, -0.55], [1.89, -1.75, 0.62], [-2.60, 0.58, -1.47], [-2.68, 0.25, 0.26], [1.97, -0.04, -1.45], [1.90, -1.67, 1.72], [0.32, 2.28, 1.10], [-0.09, 0.27, 0.35]],
  "de_lowest_kj_mol": 209.4,
  "multiplicity": 1,
  "lumo_energy_ev": 0.745,
  "energy_ha": -762.36957,
  "homo_energy_ev": -9.30,
  "smiles": "CN[C@H](C)S(C)(=O)=O"
}

---

# 4
{
  "formula": "C20H30Cl2NO7S",
  "method": "wB97M-V/def2-TZVPD",
  "symbols": ["O", "H", "H", "H", "C", "H", "H", "C", "O", "C", "C", "C", "C", "C", "H", "C", "C", "C", "C", "O", "H", "C", "H", "C", "H", "H", "H", "O", "H", "H", "O", "H", "H", "H", "C", "S", "Cl", "C", "H", "H", "H", "N", "H", "H", "H", "H", "H", "C", "H", "Cl", "C", "C", "C", "H", "H", "H", "H", "C", "O", "H", "O"],
  "coordinates": [[2.44, 0.02, 3.49], [0.92, 1.55, 1.93], [-0.86, -1.01, 3.94], [-5.93, -2.21, -0.77], [2.34, 1.30, -3.70], [-1.28, 2.64, 2.43], [-0.25, -2.34, -1.60], [2.66, -0.03, -3.07], [-0.26, -0.99, 2.05], [0.94, 0.11, -1.20], [3.26, -0.20, 1.24], [2.06, -0.56, -1.99], [0.25, -0.84, -0.17], [-0.24, -2.21, -0.53], [4.25, -0.62, 1.03], [-4.98, -1.68, -0.82], [1.49, 3.76, -0.97], [-3.89, -2.50, -0.17], [0.60, 1.12, 0.99], [4.29, 1.15, 2.98], [-1.64, -2.65, 1.11], [-1.93, 0.63, 3.01], [-1.02, 2.23, 4.15], [3.28, 0.29, 2.68], [2.36, 2.12, -2.99], [-0.10, -1.28, -3.50], [-0.32, 1.66, 0.72], [-2.63, -1.98, -0.57], [5.05, 0.94, 2.43], [1.63, 4.79, -1.20], [-0.34, 2.03, -2.69], [-2.63, 2.61, 3.57], [3.07, 1.50, -4.47], [-4.72, -1.52, -1.87], [-1.57, -2.69, 0.02], [-0.54, 0.71, -2.16], [3.97, -0.85, -3.82], [-0.75, -0.41, -3.54], [0.17, 0.34, 3.61], [-0.60, 0.17, -4.44], [-1.65, -3.76, -0.25], [0.18, -0.29, 0.98], [-2.66, 0.30, 3.75], [0.52, -2.90, -0.15], [-3.40, 0.44, 1.74], [3.28, 1.88, 0.78], [2.57, -1.03, 1.15], [1.52, 2.61, -0.64], [1.37, 1.25, -4.20], [2.68, -2.09, -1.40], [3.01, 0.97, 0.25], [-1.69, 2.12, 3.29], [1.55, 1.20, -0.22], [-3.96, -2.46, 0.93], [-5.07, -0.71, -0.34], [-3.98, -3.56, -0.46], [3.70, 0.91, -0.59], [-0.66, -0.23, 3.21], [-2.44, 0.39, 1.71], [-1.80, -0.69, -3.48], [-1.60, 0.57, -1.22]],
  "charge": 1,
  "multiplicity": 1,
  "lumo_energy_ev": -3.153,
  "energy_ha": -2679.67029,
  "homo_energy_ev": -12.37,
  "smiles": "C#C[C@@]1(CCC(=O)O)C[N+](OC[C@@H](C)O)=C(CCOCC)[C@@]1(/C(Cl)=C(\\C)Cl)S(C)(=O)=O"
}

---

# 5
{
  "formula": "H4O2",
  "method": "wB97M-V/def2-TZVPD",
  "symbols": ["H", "H", "H", "O", "H", "O"],
  "coordinates": [[0.24, -0.94, 0.65], [0.00, 1.65, -1.73], [0.85, 1.30, -0.53], [-0.21, -1.27, 1.43], [-0.88, -1.86, 1.09], [0.00, 1.12, -0.93]],
  "de_lowest_kj_mol": 15.3,
  "multiplicity": 1,
  "lumo_energy_ev": 0.750,
  "energy_ha": -152.86909,
  "homo_energy_ev": -11.28,
  "smiles": "O.O"
}

---

# 6
{
  "formula": "C20H21Cl6CrNO5S2",
  "method": "wB97M-V/def2-TZVPD",
  "symbols": ["C", "C", "H", "Cl", "H", "Cl", "Cl", "H", "C", "C", "C", "H", "S", "C", "C", "C", "O", "O", "Cl", "O", "H", "S", "C", "H", "C", "H", "C", "C", "H", "Cl", "C", "O", "H", "N", "H", "H", "H", "Cl", "H", "C", "C", "H", "H", "C", "H", "O", "H", "C", "H", "H", "C", "C", "H", "C", "Cr", "H"],
  "coordinates": [[5.05, 3.17, -1.45], [-0.85, -3.66, -0.85], [2.67, -3.24, 2.12], [-6.31, 3.19, -1.41], [0.14, -4.04, -0.58], [0.19, 0.64, -3.17], [-1.26, 3.15, 0.45], [1.87, 4.64, 0.15], [-4.81, 2.36, -1.18], [-3.75, 2.99, -0.53], [2.78, 4.23, -0.29], [-3.22, -2.71, 0.72], [-0.87, 0.02, 2.05], [-4.65, 1.05, -1.63], [0.43, -0.97, 2.72], [4.24, 2.36, -0.68], [1.18, 0.46, -4.18], [-0.01, -0.64, -2.45], [-3.95, 4.62, 0.02], [-1.05, 1.05, -3.75], [0.22, -2.25, 4.48], [1.64, -1.24, 0.26], [-2.56, 2.29, -0.35], [-0.56, -0.68, 4.61], [0.32, -1.19, 4.22], [3.51, -1.76, 2.53], [3.60, 5.03, -1.06], [-1.91, -4.75, -0.78], [5.39, 5.14, -2.26], [-5.96, 0.28, -2.47], [-3.44, 0.41, -1.42], [0.62, 1.58, -2.16], [1.36, 2.38, 0.90], [2.32, 2.09, 0.75], [2.37, 1.08, 0.61], [2.39, -2.48, 3.69], [-1.54, -5.73, -1.10], [-3.25, -1.19, -2.11], [1.19, -0.81, 4.76], [4.75, 4.52, -1.65], [-2.36, 0.98, -0.75], [-0.77, -3.18, -1.83], [-1.58, -5.21, 1.30], [2.55, -2.28, 2.63], [3.32, 6.07, -1.22], [-1.25, -2.69, 0.10], [-3.30, -5.12, 0.89], [1.44, -1.48, 2.00], [-2.76, -4.49, -1.42], [-2.00, -2.93, 1.98], [3.08, 2.88, -0.07], [-2.26, -3.19, 0.96], [4.46, 1.31, -0.55], [-2.32, -4.69, 0.69], [-0.46, -0.12, -0.31], [5.93, 2.74, -1.92]],
  "charge": -2,
  "de_lowest_kj_mol": 0.0,
  "s2": 6.03,
  "multiplicity": 5,
  "lumo_energy_ev": [4.179, 4.180],
  "energy_ha": -5807.54502,
  "homo_energy_ev": [-0.81, -1.03]
}

---

# 7
{
  "formula": "C27H30MgN4OS2",
  "method": "wB97M-V/def2-TZVPD",
  "symbols": ["H", "S", "H", "C", "C", "C", "H", "C", "N", "H", "H", "C", "H", "H", "C", "N", "C", "H", "C", "H", "C", "H", "C", "H", "H", "Mg", "C", "H", "H", "C", "H", "N", "C", "C", "O", "C", "H", "H", "N", "H", "C", "C", "H", "C", "C", "H", "C", "C", "C", "H", "H", "H", "H", "C", "C", "H", "C", "H", "C", "S", "H", "H", "H", "C", "H"],
  "coordinates": [[-1.78, -2.61, -0.41], [1.21, 3.22, -1.23], [-2.19, -3.82, -1.63], [3.67, 4.24, -0.76], [1.05, -2.92, -0.94], [5.02, 4.13, -0.55], [3.33, -5.43, -0.40], [-5.95, 4.29, 0.80], [3.47, 1.87, -0.96], [-0.83, 0.54, -2.65], [1.60, -1.84, 4.65], [-2.85, 0.63, -1.95], [0.20, -2.83, 2.84], [5.62, 5.02, -0.39], [4.79, 1.77, -0.73], [-0.88, 0.53, -0.61], [-3.66, 0.62, -0.81], [6.65, 2.73, -0.34], [0.19, -1.86, 2.35], [0.07, -2.02, 1.28], [2.85, 3.11, -0.97], [-6.02, 5.37, -2.25], [-5.80, 2.94, 0.66], [-5.75, 2.28, 1.52], [-3.60, 0.62, 1.35], [1.18, 0.10, -0.33], [2.31, -3.59, -0.72], [1.30, -6.83, -0.54], [2.31, -1.78, 2.26], [1.67, -0.89, 4.11], [-0.88, -5.77, -1.01], [-6.03, 5.17, -0.21], [0.01, -5.15, -0.92], [-1.42, -3.11, -1.31], [2.78, 0.80, -1.17], [2.37, -4.95, -0.58], [2.59, 0.60, 1.95], [-6.02, 4.74, 1.79], [0.94, -1.65, -1.06], [-0.67, -1.30, 2.72], [1.23, -5.76, -0.67], [3.53, -2.73, -0.67], [5.17, 0.76, -0.71], [-5.95, 4.65, -1.44], [-3.02, 0.61, 0.43], [-5.73, 2.95, -2.73], [-5.79, 3.31, -1.71], [1.58, 0.19, 1.80], [-0.10, -3.78, -1.06], [-1.30, -2.34, -2.07], [0.89, -0.23, 4.47], [-3.30, 0.65, -2.93], [3.59, -2.10, -1.56], [-1.48, 0.57, -1.80], [-1.65, 0.57, 0.47], [3.47, -2.04, 0.18], [5.60, 2.86, -0.52], [-1.11, 0.54, 1.41], [1.50, -1.11, 2.59], [-5.44, 0.68, -0.93], [2.64, -0.44, 4.33], [0.91, 0.92, 2.27], [4.44, -3.33, -0.58], [-5.71, 2.41, -0.64], [3.18, 5.20, -0.77]],
  "charge": -2,
  "de_lowest_kj_mol": 53.1,
  "multiplicity": 1,
  "lumo_energy_ev": [3.711, 3.711],
  "energy_ha": -2337.53996,
  "homo_energy_ev": [1.00, 1.00]
}